# 1
ORCA calculation (ωB97M-V with the def2-TZVPD basis set) on a structure of composition C24H13Cl3IrN3OS3 at a distorted geometry.

Geometry as XYZ:
```
48
Properties=species:S:1:pos:R:3:forces:R:3
Ir -0.66917 0.55206 0.43392 -0.3 -0.9 -0.2
S -0.29601 2.71406 0.63604 0.3 0.2 0.1
C -1.57669 3.63714 -0.16576 0.1 0.1 -0.2
S -1.10185 3.71822 -1.76241 0.0 0.0 0.1
C -2.61187 4.23127 0.50773 0.0 0.0 0.0
C -3.53625 5.06788 -0.18008 -0.1 0.0 -0.1
N -4.28213 5.74515 -0.73858 0.0 0.0 0.0
C -2.79580 4.04318 1.90607 0.0 0.1 0.0
N -2.95401 3.90523 3.03951 0.0 0.0 0.0
Cl -0.34284 -4.54454 -4.73220 0.0 0.0 0.0
C -0.45798 -3.05742 -3.82828 0.0 0.1 0.1
C -0.72230 -3.09619 -2.47198 0.0 0.0 -0.1
C -0.80331 -1.90140 -1.78401 0.0 -0.1 -0.1
Cl -1.11727 -1.96232 -0.05899 0.0 0.3 0.2
C -0.63890 -0.62406 -2.36085 0.0 -0.2 0.0
O -0.69515 0.47643 -1.71639 0.0 0.3 0.1
C -0.35989 -0.66946 -3.75345 0.0 0.0 -0.1
Cl -0.08190 0.84205 -4.55682 0.0 0.0 0.0
C -0.27339 -1.84142 -4.47292 0.0 0.0 0.1
H -0.85719 -4.03732 -1.95769 0.0 0.0 0.0
H -0.05528 -1.80724 -5.53092 0.0 0.0 0.0
S 2.92577 -1.84630 1.90628 0.0 0.1 0.0
C 3.29792 -1.55452 0.23228 -0.1 0.1 0.0
C 4.33451 -2.06440 -0.54057 0.0 0.0 0.0
C 4.41736 -1.66119 -1.86049 0.1 0.0 0.0
C 3.49933 -0.75336 -2.39824 0.0 0.0 0.0
C 2.47188 -0.23892 -1.63366 0.0 -0.1 0.1
C 2.36327 -0.66277 -0.30895 0.0 0.0 0.0
N 1.38511 -0.26163 0.58497 0.2 0.0 0.4
C 1.55750 -0.78158 1.77535 0.0 0.1 -0.3
C 0.62695 -0.45707 2.83916 0.0 0.1 0.0
C 0.84786 -0.82460 4.16905 -0.1 0.1 0.0
C -0.03135 -0.39230 5.14245 0.0 0.0 -0.1
C -1.11074 0.40975 4.76944 0.0 0.0 0.1
C -1.33291 0.75795 3.44618 0.0 0.0 0.0
C -0.48323 0.32081 2.42571 0.0 -0.2 0.1
H 5.05349 -2.75738 -0.12334 0.0 0.0 0.0
H 5.21102 -2.05010 -2.48570 0.0 0.0 0.0
H 3.59350 -0.44791 -3.43247 0.0 0.0 0.0
H 1.75997 0.47451 -2.02477 -0.1 0.0 0.0
H 1.70943 -1.42592 4.43880 0.0 0.0 0.0
H 0.12657 -0.65619 6.18007 0.0 0.0 0.0
H -1.79119 0.77416 5.53069 0.0 0.0 0.0
H -2.17810 1.38707 3.20143 0.0 0.0 0.0
C -2.71277 0.81814 0.43352 0.0 0.0 0.0
H -3.16113 -0.10364 0.82132 0.0 0.0 0.0
H -3.06650 0.97249 -0.59093 0.0 0.0 0.0
H -3.08434 1.63363 1.05050 0.0 0.0 0.0
```
Forces are in eV/Å.

Calculated values
**HOMO-LUMO gap (spin up / spin down)**: 7.14 / 6.21 eV
**Energy relative to the best compared isomer or geometry (same formula, charge and spin)**: 0.0000 eV
**Spin multiplicity**: 2
**Net charge**: -1
**HOMO level (spin up / spin down)**: -5.15 / -5.23 eV
**Calculated total energy**: -3841.46299 Eh

***

# 2
ORCA calculation (ωB97M-V with the def2-TZVPD basis set) on the molecule C4H6 at a distorted geometry.

Geometry as XYZ:
```
10
Properties=species:S:1:pos:R:3:forces:R:3
C -0.58696 0.72914 -0.02768 8.4 -6.0 -0.6
C 0.64874 0.07708 -0.11301 -9.9 5.5 0.3
C -1.98833 0.38853 0.18449 -2.2 -0.9 1.5
C 2.06163 0.21523 -0.10920 2.9 0.0 1.4
H -2.66381 1.19984 0.50932 0.7 0.1 -0.1
H -2.53334 -0.06002 -0.64150 0.5 0.2 -0.8
H -2.18593 -0.43533 0.95211 0.9 1.1 -0.5
H 2.35036 0.39696 1.03563 -0.1 -0.4 -2.5
H 2.32829 1.15245 -0.70209 0.0 -1.3 0.7
H 2.64215 -0.71478 -0.50132 -1.0 1.7 0.6
```
Forces are in eV/Å.

Calculated values
**Structure (SMILES)**: CC#CC
**HOMO-LUMO gap**: 9.00 eV
**Energy relative to the best compared isomer or geometry (same formula, charge and spin)**: 2.6685 eV
**HOMO level**: -8.59 eV
**Calculated total energy**: -155.86462 Eh

***

# 3
ORCA calculation (ωB97M-V with the def2-TZVPD basis set) on a structure of composition C10H10ClFHg at a distorted geometry.

Geometry as XYZ:
```
23
Properties=species:S:1:pos:R:3:forces:R:3
C -1.44903 -2.72102 2.20990 0.8 0.7 0.2
C -1.24947 -1.31510 2.05052 0.7 -0.8 0.6
C 0.15036 -1.05205 2.14670 -0.5 -0.8 0.2
H -2.02377 -0.58514 1.84005 0.1 -0.1 0.0
C 0.82098 -2.29539 2.36357 -1.0 -0.1 0.0
C -0.17156 -3.32921 2.40675 0.1 1.1 -0.1
H 0.01804 -4.38874 2.55656 0.0 0.0 -0.1
H -2.40634 -3.23220 2.16326 0.1 0.0 0.0
H 0.62383 -0.07886 2.03764 0.0 -0.1 0.0
H 1.89601 -2.43474 2.45361 -0.1 0.0 -0.1
Hg 0.17724 0.25948 -1.40694 0.1 -4.7 1.3
Cl -1.90942 -0.86161 -0.89392 -0.4 0.0 -0.7
C 0.18564 1.99809 -3.03650 0.1 0.8 0.3
C 1.44432 2.03557 -2.33990 -0.1 1.5 0.0
C 1.18604 2.39434 -0.97287 0.0 0.8 -0.7
H 2.42213 1.88797 -2.78516 -0.2 -0.2 0.2
C -0.23148 2.55577 -0.81721 -0.1 1.0 -0.8
C -0.85247 2.29378 -2.08701 0.5 1.8 -0.1
H -1.91209 2.39338 -2.30841 0.3 -0.3 0.1
H 0.05290 1.86303 -4.10738 0.0 -0.2 0.3
H 1.93830 2.59943 -0.21508 -0.2 -0.3 -0.2
H -0.73692 2.92214 0.07414 0.1 -0.4 -0.2
F 2.02676 -0.90891 -1.33230 -0.1 0.3 -0.3
```
Forces are in eV/Å.

Calculated values
**HOMO-LUMO gap**: 5.16 eV
**Net charge**: -2
**HOMO level**: 0.70 eV
**Calculated total energy**: -1100.42253 Eh

***

# 4
ORCA calculation (ωB97M-V with the def2-TZVPD basis set) on the ion C4H10NO with charge -1 at a distorted geometry.

Geometry as XYZ:
```
16
Properties=species:S:1:pos:R:3:forces:R:3
C -0.51149 1.35070 -0.53997 0.2 -2.4 -2.7
C -0.63036 0.13002 0.53115 0.5 1.4 -2.4
C 0.46177 -0.97919 0.13145 -1.7 2.5 -1.0
C 1.86885 -0.39209 0.01081 -0.5 1.4 1.8
O 2.19506 0.10209 -1.17402 0.3 -0.5 -1.1
N -1.89590 -0.64341 0.59565 -0.8 0.1 -0.9
H -1.48499 1.46955 -1.25944 2.4 -0.6 1.3
H 0.59141 1.07719 -1.08471 -2.7 0.7 0.5
H -0.35391 2.31781 -0.12516 -0.1 0.7 0.9
H -0.45232 0.81422 1.39653 0.1 -1.8 0.5
H 0.07499 -1.36429 -0.84900 0.5 0.0 0.7
H 0.28182 -1.61500 0.93043 0.3 -2.2 1.4
H 2.58923 -1.05129 0.58573 0.0 0.1 -0.6
H 1.69498 0.49390 0.72451 0.8 -0.4 0.4
H -2.65767 -0.17995 0.06636 0.7 -0.1 0.6
H -1.77147 -1.53026 0.05969 0.1 1.0 0.7
```
Forces are in eV/Å.

Calculated values
**Structure (SMILES)**: C[C@@H](N)CC[O-]
**HOMO-LUMO gap**: 6.86 eV
**Energy relative to the best compared isomer or geometry (same formula, charge and spin)**: 1.9706 eV
**Net charge**: -1
**HOMO level**: -2.46 eV
**Calculated total energy**: -288.31923 Eh

***

# 5
ORCA calculation (ωB97M-V with the def2-TZVPD basis set) on a structure of composition C19H25BrN3O4Rh.

Geometry as XYZ:
```
53
Properties=species:S:1:pos:R:3:forces:R:3
Rh -0.57198 -0.07035 -0.67088 0.1 0.1 0.0
C -2.54669 -4.22254 2.41782 0.0 0.0 0.0
N -2.29631 -3.65183 1.09775 0.0 -0.1 0.0
C -2.95425 -4.31119 -0.02866 0.0 0.0 0.0
C -1.60165 -2.53459 0.91005 0.1 0.0 0.0
O -1.41939 -2.05591 -0.21908 -0.1 0.0 0.0
C -1.00122 -1.87094 2.14458 0.0 0.0 -0.1
O -0.57365 -0.56851 1.81189 0.0 0.0 0.0
C 0.65955 -0.15556 2.35280 0.0 -0.1 0.0
C 1.78038 -0.32772 1.32338 0.0 0.1 0.1
O 1.50020 -0.44325 0.11926 -0.1 -0.1 0.0
N 3.04253 -0.33860 1.74558 0.0 0.1 0.0
C 4.12666 -0.47586 0.77806 0.0 0.0 0.0
C 3.46228 -0.00872 3.10398 0.0 0.0 0.0
H -2.72885 -5.28737 2.29833 0.0 0.0 0.0
H -3.42369 -3.77358 2.88751 0.0 0.0 0.0
H -1.68751 -4.11011 3.07422 0.0 0.0 0.0
H -2.66696 -5.36134 -0.04920 0.0 0.0 0.0
H -2.65510 -3.83375 -0.95391 0.0 0.0 0.0
H -4.03666 -4.24011 0.08256 0.0 0.0 0.0
H -0.16826 -2.49234 2.49129 0.0 0.0 0.0
H -1.74225 -1.81277 2.94415 0.0 0.0 0.0
H 0.88183 -0.70251 3.26923 0.0 0.0 0.0
H 0.56522 0.90446 2.59830 0.0 0.0 0.0
H 3.76402 -0.98103 -0.11030 0.0 0.0 0.0
H 4.92319 -1.06263 1.23219 0.0 0.0 0.0
H 4.52098 0.50351 0.50108 0.0 0.0 0.0
H 2.62061 0.24274 3.73902 0.0 0.0 0.0
H 4.12602 0.85546 3.07150 0.0 0.0 0.0
H 4.00389 -0.84557 3.54480 0.0 0.0 0.0
O -0.36413 -0.16287 -2.98461 -0.2 0.2 0.1
N 0.55595 0.51875 -3.56617 0.1 -0.2 -0.1
C 0.17871 1.36978 -4.65475 0.0 0.0 0.0
C 1.03473 2.31791 -5.05337 0.1 0.0 0.1
C 2.32505 2.45320 -4.43913 0.0 -0.1 0.0
C 2.71687 1.51358 -3.42426 -0.1 0.1 -0.1
C 1.87041 0.56868 -2.99961 -0.1 0.1 0.1
H -0.80234 1.17954 -5.05792 0.0 -0.1 0.0
H 0.74435 2.97414 -5.86147 0.0 0.0 0.0
H 3.00648 3.22346 -4.76386 0.0 0.0 0.0
H 3.71390 1.54732 -3.00758 0.0 0.0 0.0
H 2.07636 -0.18983 -2.26050 0.0 0.0 0.0
Br -3.60558 5.84873 0.55959 0.0 0.0 0.0
C -2.75487 4.19108 0.23432 0.0 0.0 0.0
C -3.46807 3.01639 0.39667 0.0 -0.1 0.0
C -2.83326 1.80152 0.16035 0.0 0.0 0.0
C -1.50160 1.74866 -0.24215 0.1 -0.1 -0.1
C -0.80890 2.94988 -0.39479 0.0 0.0 0.0
C -1.42722 4.17277 -0.15959 0.1 0.0 0.0
H -4.50473 3.04826 0.70425 0.0 0.0 0.0
H -3.40358 0.88807 0.29467 0.0 0.0 0.0
H 0.23222 2.95331 -0.70577 0.0 0.0 0.0
H -0.88367 5.10019 -0.28161 0.0 0.0 0.0
```
Forces are in eV/Å.

Calculated values
**HOMO-LUMO gap (spin up / spin down)**: 6.60 / 5.72 eV
**Energy relative to the best compared isomer or geometry (same formula, charge and spin)**: 0.2983 eV
**Spin multiplicity**: 6
**Net charge**: +1
**HOMO level (spin up / spin down)**: -8.79 / -10.53 eV
**Calculated total energy**: -3888.36239 Eh

***

# 6
ORCA calculation (ωB97M-V with the def2-TZVPD basis set) on a cluster of 3 separate species, C27H37BBr2F4N4O10P in total at a distorted geometry.

Geometry as XYZ:
```
86
Properties=species:S:1:pos:R:3:forces:R:3
C -3.50748 -3.84182 4.98853 0.0 -0.3 0.3
O -2.39286 -3.76813 4.09175 -0.3 0.9 -0.2
B -2.65432 -3.68067 2.76311 0.0 -0.3 0.3
O -3.51791 -4.57214 2.21315 0.1 0.3 0.0
C -1.95732 -2.55533 1.82750 0.3 -0.9 0.1
C -0.40561 -2.62541 1.94395 0.7 -0.2 0.1
P 0.19104 -3.56357 0.39714 -0.7 -0.1 -0.7
N 1.53169 -2.64368 -0.04973 -0.1 -0.7 0.3
O 0.73388 -4.97896 1.03102 0.1 0.5 0.0
O 0.35196 -1.42820 2.05544 0.1 0.4 -0.5
C -0.33348 -0.32036 2.61620 -0.4 -1.1 1.2
C -0.61375 -0.67826 4.10942 0.1 0.0 -0.2
C 0.70343 -0.86025 4.88619 -0.7 0.6 -0.1
C 0.61563 -1.80584 6.05370 1.0 -0.1 0.3
F -0.44046 -1.50795 6.85188 -0.2 -0.2 -0.1
Br 0.52453 -3.65741 5.46459 -0.2 0.0 0.0
C 1.90974 -1.70660 6.92149 0.5 -0.5 0.1
F 1.98253 -2.71692 7.81953 -0.1 0.7 -0.6
F 2.99387 -1.79470 6.09867 -0.6 -0.1 0.5
Br 2.00726 -0.02427 7.86783 0.0 -0.1 0.0
C 0.60346 0.89992 2.67622 0.3 0.1 -0.4
C 0.59195 1.92761 1.57659 1.3 -0.1 -1.5
O 1.46210 1.99985 0.72267 -1.3 0.0 1.3
O -0.46479 2.76485 1.59765 0.2 -0.4 0.3
C -1.59027 -0.09818 1.77297 0.0 1.2 0.2
C -1.26673 0.15416 0.29180 0.4 -0.5 0.2
C -1.95526 -0.63921 -0.81800 -0.1 0.9 -0.5
C -1.04169 -0.61456 -2.03977 -0.3 -0.9 0.6
F -0.45747 0.62356 -2.18163 0.0 0.3 -0.2
N -2.59496 -1.19232 1.93722 -0.1 -0.2 0.2
C -3.54727 -0.99080 3.06069 -0.4 0.2 0.5
H -4.46042 -3.79735 4.47146 -0.1 0.0 -0.2
H -3.44788 -3.01000 5.68228 0.1 0.1 0.1
H -3.47764 -4.76526 5.54939 0.1 -0.2 0.1
H -3.56140 -4.49889 1.25928 -0.3 -0.2 -0.3
H -2.17050 -2.91198 0.82247 -0.1 0.4 -0.3
H -0.15578 -3.26784 2.78629 0.0 0.0 0.3
H 2.33100 -2.69483 0.57389 0.1 0.4 0.0
H 1.80647 -2.90648 -0.98529 0.2 0.1 -0.2
H 1.67204 -4.90692 1.24150 0.1 -0.3 0.3
H -1.17170 0.15414 4.52924 -0.2 0.0 0.3
H -1.20548 -1.58430 4.22184 0.0 -0.1 -0.2
H 1.50893 -1.15228 4.23010 0.2 -0.3 -0.1
H 0.94631 0.11140 5.30390 0.3 0.1 0.2
H 1.61344 0.51379 2.70427 0.2 -0.1 -0.1
H 0.47508 1.43171 3.61179 -0.4 0.1 0.2
H -0.37123 3.31798 0.81128 0.0 0.3 -0.1
H -2.06200 0.79570 2.17011 -0.3 0.1 0.1
H -1.44363 1.19764 0.10096 -0.2 0.3 -0.1
H -0.19607 0.03838 0.16379 0.2 -0.3 0.0
H -2.17620 -1.68587 -0.63252 0.1 -0.1 0.1
H -2.87757 -0.13903 -1.10941 -0.3 0.0 0.2
H -0.27488 -1.36331 -1.86294 0.5 0.1 -0.2
H -1.57224 -0.87645 -2.93895 -0.1 0.1 -0.2
H -3.20977 -1.11815 1.13045 0.2 0.1 -0.3
H -3.85835 0.04595 3.07869 0.1 0.3 -0.1
H -4.44727 -1.57136 2.89791 0.0 -0.4 -0.2
H -3.13968 -1.23618 4.02733 0.3 -0.1 0.0
C 2.02196 3.09143 -2.87835 0.0 0.0 0.0
C 2.62792 3.66603 -1.76738 -0.1 0.0 0.0
C 3.50864 4.72413 -1.93102 0.0 0.0 0.2
C 3.76362 5.18988 -3.20679 -0.1 -0.1 0.0
C 3.17466 4.62741 -4.32298 -0.1 0.0 -0.2
C 2.29751 3.56887 -4.15336 0.0 0.0 0.1
N 4.68300 6.32621 -3.38196 0.0 -0.1 0.0
O 5.19939 6.78655 -2.38832 0.1 0.1 0.2
O 4.86404 6.73180 -4.50813 0.0 0.1 -0.2
H 1.33354 2.26763 -2.74913 0.0 -0.1 0.0
H 2.40541 3.28383 -0.77803 0.1 0.1 -0.2
H 3.98586 5.17758 -1.07553 0.1 0.1 -0.1
H 3.39320 5.00629 -5.30985 0.1 0.1 0.0
H 1.82666 3.11743 -5.01718 0.0 0.0 0.0
C 0.34116 2.73260 -8.10479 0.0 0.0 0.0
C -0.64917 2.64829 -7.13462 0.1 0.0 -0.1
C -0.78221 1.49690 -6.37726 -0.1 0.1 0.1
C 0.08712 0.44590 -6.60525 0.0 0.2 -0.1
C 1.07570 0.50812 -7.56953 0.2 -0.1 -0.1
C 1.19922 1.66297 -8.32354 -0.1 0.1 0.0
N -0.03052 -0.76755 -5.78749 0.0 0.1 0.0
O -0.91411 -0.80515 -4.95053 -0.2 0.0 -0.1
O 0.76467 -1.65702 -5.97265 0.2 -0.2 -0.1
H 0.44473 3.63497 -8.69183 0.0 0.0 0.0
H -1.31689 3.48139 -6.96702 0.0 0.0 0.0
H -1.54910 1.42501 -5.62136 0.0 -0.1 0.0
H 1.74163 -0.32556 -7.73237 0.0 -0.1 0.1
H 1.96731 1.72944 -9.08065 0.0 0.0 0.0
```
Forces are in eV/Å.

Calculated values
**HOMO-LUMO gap**: 8.63 eV
**Net charge**: +1
**HOMO level**: -11.45 eV
**Calculated total energy**: -7935.85817 Eh